Model w:
Entry from OMol25: a structure of composition C34H29AuNO4Sb2 (ωB97M-V with the def2-TZVPD basis set).

The value obtained for the HOMO energy is -10.790 eV. As for the net charge: +1.

Positions of all 71 atoms, in Å:
Au -0.51932 0.96786 -0.61153
O 2.16678 -2.25772 1.62030
C 1.60510 -1.18524 1.11846
O 0.90195 -1.37878 0.11232
C 1.71168 0.12810 1.76715
C 2.51719 0.31385 2.86922
C 2.49329 1.56315 3.49085
C 1.66379 2.53611 2.98580
C 0.87239 2.26278 1.85888
N 0.90091 1.08448 1.26609
C -0.06320 3.36851 1.30397
O -0.02654 4.41463 1.93329
O -0.74869 3.06056 0.28695
H 3.13799 -0.49228 3.23285
H 3.11191 1.75371 4.35709
H 1.58337 3.52492 3.41428
C 1.41428 -3.67948 -1.57322
C 0.22594 -3.42317 -2.51909
C 0.04496 -1.91436 -2.80925
Sb -1.60785 -0.63147 -2.24865
C -2.89948 -0.69798 -3.91751
C -4.10263 -0.00271 -3.84497
C -5.05056 -0.16179 -4.84406
C -4.80050 -1.01376 -5.91177
C -3.59840 -1.70021 -5.98741
C -2.64362 -1.54156 -4.99077
C -2.93033 -1.77233 -1.04552
C -3.59686 -1.11258 -0.01584
C -4.62726 -1.74261 0.66936
C -4.97851 -3.04549 0.35033
C -4.32236 -3.70918 -0.67846
C -3.32054 -3.06472 -1.39040
Sb 1.12276 -3.64399 0.53645
C -0.62100 -3.60383 1.68504
C -1.34754 -2.43159 1.86047
C -2.29017 -2.37236 2.87576
C -2.51512 -3.47041 3.69248
C -1.80003 -4.64400 3.49895
C -0.83677 -4.71112 2.50537
C 2.13907 -5.35939 1.17747
C 3.22151 -5.34437 2.04801
C 3.82999 -6.54318 2.39330
C 3.35908 -7.73984 1.87199
C 2.27913 -7.75138 0.99928
C 1.66806 -6.55802 0.64387
H 2.16884 -2.91035 -1.74682
H 1.89327 -4.65018 -1.71121
H -0.67874 -3.92872 -2.18110
H 0.51043 -3.90270 -3.45801
H 0.17921 -1.71713 -3.87438
H 0.84675 -1.37157 -2.31146
H -4.30990 0.66167 -3.01355
H -5.98397 0.38256 -4.78987
H -5.54389 -1.13927 -6.68763
H -3.39922 -2.35740 -6.82365
H -1.70528 -2.07801 -5.06691
H -3.32503 -0.09378 0.24395
H -5.15603 -1.21425 1.45273
H -5.77801 -3.53855 0.88787
H -4.61378 -4.71671 -0.94651
H -2.87195 -3.56592 -2.24128
H -1.19345 -1.57042 1.22599
H -2.85361 -1.46064 3.02091
H -3.24947 -3.41121 4.48484
H -1.97290 -5.50148 4.13510
H -0.26072 -5.61923 2.38503
H 3.58813 -4.41280 2.45979
H 4.67317 -6.54118 3.07076
H 3.83709 -8.67087 2.14543
H 1.91498 -8.68571 0.59387
H 0.82126 -6.57981 -0.03679

=====

Model x:
Entry from OMol25: a structure of composition C34H29AuNO4Sb2 (ωB97M-V with the def2-TZVPD basis set).

The value obtained for the HOMO energy is -11.055 eV. As for the net charge: +1.

Positions of all 71 atoms, in Å:
Au -3.43531 -0.34883 1.81479
O 0.72179 2.86168 0.52997
C -0.13984 2.05837 1.13901
O -0.10808 0.86981 0.81351
C -1.03554 2.67651 2.13777
C -0.81831 3.98274 2.54192
C -1.66292 4.50886 3.51293
C -2.66918 3.71284 4.01342
C -2.82636 2.41075 3.52104
N -2.02003 1.90234 2.60593
C -3.97577 1.56713 4.09542
O -4.53296 2.02321 5.07299
O -4.27075 0.46222 3.51100
H -0.01268 4.56293 2.11725
H -1.52859 5.52189 3.86679
H -3.35525 4.04856 4.77746
C 0.67849 0.74158 -2.25842
C -0.13995 -0.50408 -1.90517
C -1.59616 -0.17368 -1.58215
Sb -2.55217 -1.50561 -0.19915
C -3.81801 -2.62869 -1.44250
C -5.00185 -3.13523 -0.91484
C -5.83625 -3.91046 -1.70802
C -5.49171 -4.17716 -3.02514
C -4.31415 -3.66868 -3.55624
C -3.47762 -2.89420 -2.76612
C -1.02033 -2.86556 0.31853
C -0.59088 -2.88772 1.64311
C 0.37614 -3.80031 2.04741
C 0.92237 -4.68411 1.12806
C 0.49897 -4.66387 -0.19514
C -0.47606 -3.76282 -0.59745
Sb 1.74455 1.58850 -0.63877
C 2.95383 0.29951 0.45139
C 2.45491 -0.85282 1.05535
C 3.33650 -1.69626 1.71190
C 4.69057 -1.39102 1.76705
C 5.17935 -0.24116 1.16399
C 4.31171 0.61062 0.49741
C 2.97724 3.07931 -1.42594
C 3.11750 4.30818 -0.78685
C 3.97089 5.26051 -1.32434
C 4.67882 4.98728 -2.48650
C 4.54037 3.76084 -3.12117
C 3.68878 2.80281 -2.59223
H 0.07281 1.54246 -2.68530
H 1.47745 0.52393 -2.97207
H 0.33495 -1.04724 -1.08527
H -0.09852 -1.18568 -2.75777
H -2.19928 -0.13349 -2.49004
H -1.68128 0.79604 -1.09343
H -5.28080 -2.92214 0.11072
H -6.75706 -4.30219 -1.29704
H -6.14498 -4.77941 -3.64235
H -4.04966 -3.87318 -4.58537
H -2.56351 -2.49608 -3.19481
H -1.02281 -2.20444 2.36657
H 0.68651 -3.83003 3.08440
H 1.66833 -5.40230 1.44341
H 0.91469 -5.36381 -0.90815
H -0.82443 -3.78120 -1.62455
H 1.39993 -1.09208 1.03398
H 2.95890 -2.59333 2.18247
H 5.36914 -2.05386 2.28737
H 6.23354 -0.00479 1.21175
H 4.69420 1.50799 0.02586
H 2.56568 4.52842 0.11701
H 4.08208 6.21810 -0.83391
H 5.34191 5.73488 -2.90064
H 5.09293 3.54992 -4.02662
H 3.59318 1.84679 -3.09546

=====

Which of them is the least stable? Correct choice: model w.